No. 1
Here is 13 unconnected molecules or ions with the total composition C60H159N13O17 from OMol25. Energies are from ωB97M-V/def2-TZVPD.

Structure (XYZ):
```
249
Properties=species:S:1:pos:R:3:lowdin_charge:R:1
C -8.52021 3.49657 -1.54590 -0.06
C -7.45905 4.56510 -1.75185 -0.45
C -6.32691 4.09557 -2.65693 -0.16
O -5.73419 2.88657 -2.15644 -0.22
C -5.03437 3.02410 -0.98680 -0.14
N -8.07817 5.79649 -2.24348 0.04
H -8.10671 2.55375 -1.18782 0.06
H -8.92814 3.20382 -2.51336 0.08
H -9.33614 3.80299 -0.89133 0.08
H -7.03121 4.74255 -0.76516 0.13
H -5.57176 4.86957 -2.79397 0.13
H -6.77389 3.91056 -3.63370 0.13
H -4.16117 2.37184 -1.00014 0.07
H -5.68052 2.75141 -0.15239 0.08
H -4.66934 4.03785 -0.82201 0.09
H -8.65861 5.58948 -3.04369 0.07
H -8.78738 6.18129 -1.63597 0.07
C -2.83708 -2.20102 5.50912 -0.07
C -2.98657 -2.23447 3.99080 -0.43
C -1.94484 -3.16799 3.32461 -0.15
O -0.59002 -2.64738 3.24082 -0.22
C 0.24961 -3.67502 2.64993 -0.07
N -4.32507 -2.69596 3.73228 0.01
H -3.57195 -1.57398 6.01400 0.08
H -1.86387 -1.75920 5.72300 0.07
H -2.74108 -3.21374 5.90062 0.08
H -2.89656 -1.18550 3.70859 0.12
H -2.28689 -3.21464 2.29072 0.11
H -2.02142 -4.11285 3.86265 0.13
H 0.18747 -4.59397 3.23283 0.09
H 1.26703 -3.28403 2.65974 0.08
H 0.03654 -3.81792 1.59055 0.06
H -4.95156 -2.20010 4.35012 0.09
H -4.45653 -3.68148 3.91000 0.10
C 1.67135 -1.89402 -1.90820 -0.03
C 1.08438 -0.65029 -1.11611 -0.36
C -0.32712 -1.00199 -0.56258 -0.15
O -0.92347 0.08447 0.18977 -0.23
C -2.29822 -0.11029 0.51763 -0.09
N 2.06161 -0.40473 -0.05662 0.03
H 1.02788 -2.16801 -2.74424 0.06
H 1.77282 -2.76182 -1.25648 0.07
H 2.60788 -1.57494 -2.36558 0.06
H 1.10846 0.21905 -1.77320 0.12
H -0.21774 -1.86895 0.08895 0.10
H -0.99889 -1.23354 -1.38914 0.10
H -2.93799 0.34512 -0.23827 0.05
H -2.48831 0.38348 1.47060 0.06
H -2.59453 -1.15355 0.62679 0.08
H 1.63703 0.23141 0.60304 0.04
H 2.09712 -1.23495 0.51745 0.06
C -2.21138 3.64011 1.38969 -0.03
C -2.92595 4.98974 1.45875 -0.41
C -2.88927 5.69192 2.80629 -0.24
O -3.50082 4.94534 3.79590 -0.17
C -3.56294 5.68137 5.01257 -0.11
N -2.33381 5.84471 0.46190 0.05
H -1.20410 3.66193 1.80562 0.08
H -2.24222 3.32203 0.34758 0.06
H -2.87756 2.94487 1.90051 0.08
H -3.98177 4.84815 1.22785 0.13
H -3.24145 6.72136 2.74047 0.12
H -1.86346 5.84777 3.14022 0.12
H -4.02012 6.65646 4.84436 0.08
H -2.64858 5.96483 5.53382 0.09
H -4.19003 5.12861 5.71207 0.09
H -1.32768 5.84685 0.55024 0.03
H -2.61102 6.78637 0.69967 0.08
C 3.06867 -6.47055 1.92694 -0.07
C 4.58184 -6.50197 1.70553 -0.38
C 5.21130 -5.21390 1.10941 -0.16
O 4.69596 -5.03167 -0.23334 -0.19
C 5.01716 -3.80689 -0.91075 -0.09
N 5.24357 -6.91803 2.99326 0.05
H 2.82988 -5.79087 2.74493 0.06
H 2.59915 -7.42979 2.14491 0.08
H 2.56402 -6.22170 0.99340 0.06
H 4.68936 -7.30095 0.97193 0.13
H 6.29953 -5.15595 1.13186 0.12
H 4.91994 -4.42377 1.80144 0.11
H 4.58327 -2.96529 -0.37082 0.08
H 4.71995 -3.81275 -1.95943 0.09
H 6.09072 -3.62448 -0.86273 0.07
H 6.24524 -6.91649 2.86385 0.03
H 5.08519 -7.90070 3.16465 0.08
C -6.44344 0.08276 0.11758 -0.07
C -6.20448 -1.02868 1.09491 -0.38
C -5.72888 -2.38848 0.56911 -0.18
O -6.74488 -2.92226 -0.27459 -0.21
C -6.54726 -4.27878 -0.59174 -0.10
N -5.14383 -0.52431 2.02109 0.05
H -7.12026 -0.18101 -0.69510 0.08
H -5.48985 0.35604 -0.33416 0.05
H -6.83741 0.97769 0.59923 0.07
H -7.12793 -1.15718 1.65958 0.13
H -5.59738 -3.09550 1.38822 0.11
H -4.81783 -2.38509 -0.02929 0.11
H -5.48034 -4.47904 -0.69011 0.07
H -7.01862 -4.49212 -1.55112 0.08
H -7.03451 -4.84068 0.20512 0.09
H -5.47520 0.06166 2.77404 0.07
H -4.72033 -1.28725 2.52967 -0.01
C 6.13873 2.52486 -0.76638 -0.03
C 4.77254 2.26364 -0.17760 -0.39
C 3.94638 3.50121 0.31563 -0.19
O 4.56495 4.09758 1.43724 -0.16
C 3.89735 5.24671 1.86002 -0.13
N 3.93051 1.50024 -1.08216 0.04
H 6.18547 3.15261 -1.65624 0.07
H 6.66353 1.59711 -0.99438 0.07
H 6.61913 3.13195 0.00091 0.08
H 4.89521 1.70162 0.74824 0.13
H 2.92932 3.16572 0.51848 0.10
H 3.78187 4.22509 -0.48253 0.10
H 2.97946 5.04603 2.41258 0.08
H 3.77493 6.07098 1.15739 0.08
H 4.56212 5.70606 2.59159 0.09
H 4.45152 0.73447 -1.48495 0.04
H 3.20516 1.04022 -0.55079 0.02
C 1.26729 2.13489 2.74796 -0.05
C 0.68101 0.90463 3.40182 -0.39
C -0.71657 1.16124 4.05971 -0.18
O -0.68991 2.13589 5.07116 -0.18
C -1.97836 2.30244 5.61989 -0.11
N 0.58166 -0.20981 2.50103 0.07
H 0.66659 2.44924 1.89448 0.07
H 2.25649 1.97164 2.32024 0.06
H 1.49089 2.98122 3.39745 0.08
H 1.38760 0.61424 4.17933 0.12
H -1.07449 0.27458 4.58299 0.11
H -1.41650 1.53481 3.31229 0.10
H -2.62029 2.70419 4.83592 0.08
H -1.89166 3.01399 6.44104 0.09
H -2.35372 1.40125 6.10471 0.08
H 0.24967 -1.06796 2.91752 0.04
H -0.15903 -0.06615 1.82959 0.04
C -3.25035 -0.11622 -2.80519 -0.05
C -3.93230 0.23699 -4.11146 -0.43
C -5.34881 -0.30004 -4.30804 -0.14
O -5.30771 -1.72464 -4.06620 -0.23
C -6.50189 -2.35441 -3.81285 -0.13
N -3.90143 1.67197 -4.24006 0.07
H -3.92352 0.21385 -2.01400 0.06
H -2.31765 0.42049 -2.63160 0.07
H -3.11110 -1.19722 -2.81682 0.06
H -3.37717 -0.23587 -4.92161 0.12
H -5.58779 -0.16650 -5.36310 0.13
H -6.11691 0.13449 -3.66827 0.12
H -7.16957 -2.24741 -4.66775 0.09
H -6.93030 -1.94171 -2.89948 0.08
H -6.29138 -3.41943 -3.71533 0.08
H -2.95762 1.91300 -3.97320 0.02
H -4.41855 2.01069 -3.44134 0.03
C -0.35305 -2.77663 -6.57654 -0.10
O -1.02954 -3.56992 -5.62782 -0.19
C -2.18566 -2.91142 -5.13283 -0.21
C -2.71607 -3.78655 -4.00063 -0.22
N -1.85496 -3.68994 -2.87541 -0.04
C -2.41790 -4.39993 -1.71018 -0.18
C -1.41342 -4.83519 -0.65178 -0.25
O -0.68330 -5.98007 -0.92721 -0.17
C -0.39733 -6.74621 0.21282 -0.10
H 0.52314 -3.33180 -6.91149 0.09
H -0.05499 -1.79890 -6.19800 0.07
H -1.04661 -2.67467 -7.41122 0.09
H -2.89353 -2.70289 -5.93503 0.13
H -1.90811 -1.94240 -4.71804 0.09
H -2.83576 -4.82168 -4.32042 0.12
H -3.72059 -3.46892 -3.72107 0.10
H -0.95054 -4.07578 -3.10618 0.11
H -2.91898 -5.31580 -2.02355 0.12
H -3.25039 -3.83542 -1.29018 0.09
H -1.85814 -4.78351 0.34202 0.11
H -0.62658 -4.08110 -0.63343 0.10
H 0.22632 -7.57312 -0.12687 0.09
H -1.32056 -7.16278 0.61558 0.10
H 0.22892 -6.18053 0.90270 0.06
C 8.92991 -6.78629 2.99533 -0.08
O 7.84590 -5.84963 3.16396 -0.25
C 8.30111 -4.72550 3.91834 -0.20
C 7.08962 -3.85042 4.32666 -0.21
N 6.17284 -4.72038 5.03875 -0.06
C 5.08994 -3.92063 5.64686 -0.18
C 4.19304 -3.07624 4.68283 -0.19
O 4.88948 -1.93051 4.11756 -0.22
C 4.01074 -1.03465 3.37722 -0.07
H 9.64362 -6.33349 2.30708 0.09
H 8.65190 -7.65858 2.40378 0.08
H 9.33038 -7.11753 3.95347 0.09
H 9.05906 -4.15500 3.38156 0.12
H 8.78261 -5.06999 4.83354 0.11
H 6.61344 -3.41578 3.44777 0.10
H 7.42391 -3.09575 5.03858 0.12
H 5.84397 -5.37855 4.34683 0.05
H 5.40862 -3.33194 6.50708 0.11
H 4.52009 -4.72492 6.11214 0.11
H 3.31992 -2.74406 5.24445 0.11
H 3.84428 -3.68365 3.84766 0.09
H 4.66062 -0.37347 2.80399 0.08
H 3.35195 -0.48782 4.05180 0.07
H 3.35582 -1.50268 2.64228 0.06
C 3.13419 6.54992 -3.89928 -0.11
O 4.14403 5.60145 -4.15521 -0.19
C 3.94581 4.26545 -3.68577 -0.19
C 4.92583 3.24332 -4.31253 -0.20
N 4.55539 1.92576 -3.88228 -0.07
C 5.49916 0.92807 -4.39114 -0.20
C 5.04693 -0.48326 -3.93912 -0.19
O 5.36782 -0.62311 -2.56329 -0.23
C 6.73019 -0.90476 -2.38290 -0.13
H 2.21967 6.38620 -4.46932 0.09
H 3.61278 7.49815 -4.14408 0.09
H 2.80713 6.55077 -2.85950 0.07
H 2.90543 3.96344 -3.80610 0.11
H 4.03130 4.26047 -2.59913 0.09
H 5.96327 3.44287 -4.04419 0.11
H 4.73548 3.17751 -5.38375 0.12
H 4.37579 1.85701 -2.89076 0.04
H 6.52447 1.10196 -4.06464 0.10
H 5.54605 0.90055 -5.47979 0.12
H 5.47831 -1.28273 -4.54148 0.12
H 3.97056 -0.53041 -4.10437 0.11
H 6.95258 -0.95423 -1.31698 0.09
H 7.42602 -0.13875 -2.72514 0.08
H 6.97346 -1.86928 -2.82858 0.09
C -0.22345 1.10938 -4.79930 -0.04
O -1.10245 1.98466 -4.06714 -0.25
C -0.53064 3.18365 -3.62795 -0.23
C -1.25018 3.68763 -2.39262 -0.20
N -0.72528 4.97159 -1.90087 -0.03
C 0.53274 4.84408 -1.10958 -0.16
C 0.95510 6.15031 -0.42174 -0.24
O 0.34853 6.18436 0.79502 -0.24
C 0.74994 7.29260 1.65953 -0.04
H 0.51838 0.71996 -4.10207 0.08
H 0.14917 1.68910 -5.64380 0.10
H -0.75354 0.19810 -5.07620 0.06
H -0.57004 3.95432 -4.39777 0.13
H 0.53447 3.02711 -3.45725 0.11
H -1.17552 2.86266 -1.68413 0.10
H -2.31423 3.70600 -2.62829 0.12
H -1.38012 5.41636 -1.27361 0.05
H 1.33897 4.28730 -1.58717 0.10
H 0.23330 4.13175 -0.34080 0.10
H 0.69316 7.06920 -0.94626 0.13
H 2.02465 6.13526 -0.21210 0.09
H 0.20169 7.24492 2.60041 0.08
H 0.68231 8.29979 1.24829 0.09
H 1.80960 7.27052 1.91393 0.07
```

---

No. 2
20
Properties=species:S:1:pos:R:3:lowdin_charge:R:1 method="wB97M-V/def2-TZVPD" smiles=CCN[C@@H](C)CS
C 1.83806 -0.00881 0.07501 -0.25
N 0.65652 0.57389 0.89380 -0.07
C -0.58803 -0.18185 0.84979 -0.45
C -1.11388 -0.41866 -0.63404 -0.40
S -2.50427 -1.81212 -0.87990 0.63
C -1.62622 0.29096 1.91864 -0.04
C 1.94061 0.54819 -1.34733 -0.12
H 2.77087 0.22393 0.69367 0.12
H 1.85781 -1.04572 -0.06953 0.07
H 0.56036 1.54852 0.57664 0.11
H -0.04337 -1.23248 1.20256 0.17
H -1.58311 0.41988 -1.06675 0.03
H -0.33484 -0.59955 -1.39235 0.05
H -2.56313 -1.77689 -2.14916 -0.24
H -1.34690 -0.25542 2.75483 0.05
H -1.40938 1.36641 2.03677 0.08
H -2.62582 0.20034 1.56505 0.06
H 1.06076 1.13253 -1.50183 0.05
H 2.73799 1.22487 -1.33351 0.03
H 2.31597 -0.19801 -2.19234 0.12

---

No. 3
129
Properties=species:S:1:pos:R:3:lowdin_charge:R:1 method="wB97M-V/def2-TZVPD" charge=+1
C 2.86434 2.29469 6.38845 -0.08
C 2.34908 3.53187 5.63638 -0.23
C 3.31871 3.98091 4.52976 -0.20
C 2.70607 4.14235 3.11652 -0.31
P 2.61061 2.60817 2.15713 1.01
C 1.21701 1.71022 2.97057 -0.76
Cl 0.91372 0.10059 2.28440 0.69
C -0.08923 2.50557 2.95907 -0.30
C -1.15987 1.82990 3.85450 -0.08
C 4.14592 1.64858 2.46089 -0.79
Cl 4.10147 0.04711 1.68784 0.66
C 5.54069 2.28900 2.20348 -0.76
C 5.62850 3.76219 1.85258 -0.15
Cl 6.50871 2.02759 3.69923 0.72
C 2.05425 3.01594 0.43435 -0.77
Br 2.40082 4.89600 0.05128 0.83
C 2.44340 2.19428 -0.80281 -0.82
C 1.80340 0.81052 -0.91586 -0.15
Br 4.34594 2.15070 -1.14793 0.79
H 3.94360 2.37873 6.51524 0.08
H 2.39581 2.18272 7.36117 0.08
H 2.69131 1.37066 5.82892 0.06
H 2.22511 4.31927 6.37622 0.12
H 1.35537 3.33893 5.23066 0.09
H 4.20291 3.34791 4.50299 0.06
H 3.68365 4.97772 4.77788 0.12
H 3.32802 4.83892 2.56530 0.03
H 1.71547 4.58775 3.17112 0.08
H 1.53154 1.56263 4.00459 0.07
H 0.04925 3.51523 3.33284 0.09
H -0.48476 2.54975 1.94538 0.10
H -2.08578 1.68935 3.30808 0.08
H -0.81269 0.89587 4.28526 0.06
H -1.39207 2.49032 4.68929 0.08
H 4.09679 1.41457 3.52475 0.05
H 6.03838 1.69249 1.44790 0.06
H 6.66851 3.97994 1.61505 0.09
H 5.39500 4.37937 2.71655 0.07
H 5.03699 4.03259 0.98106 0.02
H 0.96699 2.97135 0.48576 0.06
H 2.04682 2.77320 -1.63294 0.07
H 2.44710 0.01737 -0.55703 0.01
H 1.62895 0.61684 -1.97327 0.09
H 0.83054 0.79926 -0.43167 0.06
C -0.43492 -5.25215 -1.40294 -0.08
O -0.44350 -3.98638 -2.08771 -0.22
P 0.75034 -3.61613 -3.06758 0.34
O 1.55223 -4.75190 -3.51562 -0.21
O 1.54977 -2.47555 -2.29823 -0.22
C 2.12261 -2.79657 -1.03301 -0.10
O 0.04218 -2.75497 -4.17574 -0.20
C 0.19090 -3.12931 -5.55743 -0.08
H -0.93442 -5.10573 -0.44846 0.09
H -0.97963 -5.98785 -1.99046 0.09
H 0.57801 -5.61184 -1.23411 0.08
H 2.48905 -3.82362 -1.00037 0.09
H 1.38415 -2.64264 -0.24319 0.09
H 2.96346 -2.12368 -0.87794 0.07
H -0.51357 -3.92215 -5.80151 0.08
H 1.20185 -3.46287 -5.77778 0.09
H -0.03340 -2.25008 -6.15519 0.09
C -3.99556 -2.93464 -8.76148 -0.09
O -3.87871 -4.30209 -8.34432 -0.21
P -4.99924 -4.94022 -7.41219 0.34
O -6.26840 -4.21065 -7.40762 -0.22
O -4.29483 -5.09926 -6.00123 -0.20
C -3.81334 -3.92352 -5.35143 -0.09
O -5.04875 -6.43551 -7.88139 -0.19
C -6.30971 -7.01195 -8.28176 -0.06
H -2.98690 -2.54209 -8.86925 0.09
H -4.50758 -2.88676 -9.72068 0.09
H -4.54349 -2.33612 -8.03598 0.08
H -4.46538 -3.06819 -5.53791 0.09
H -2.80351 -3.70156 -5.69708 0.07
H -3.79045 -4.11994 -4.28304 0.09
H -6.52609 -6.74895 -9.31559 0.09
H -7.12095 -6.67542 -7.64080 0.08
H -6.20110 -8.08889 -8.19672 0.09
C 10.11733 -1.63412 7.31265 -0.09
O 9.93750 -0.41855 8.05676 -0.21
P 8.53388 -0.10167 8.72706 0.33
O 7.65490 -1.26102 8.88503 -0.22
O 7.93639 1.08387 7.85237 -0.21
C 7.70446 0.84111 6.46697 -0.14
O 8.92812 0.68297 10.02786 -0.20
C 8.43811 0.23472 11.30460 -0.08
H 10.84014 -1.42724 6.52730 0.09
H 10.50525 -2.40997 7.96921 0.09
H 9.18450 -1.97754 6.86939 0.08
H 7.37930 -0.18682 6.29152 0.09
H 8.61199 1.04597 5.89631 0.09
H 6.91566 1.51667 6.15877 0.02
H 9.06479 -0.57170 11.68015 0.09
H 7.40777 -0.10478 11.23185 0.08
H 8.49704 1.08471 11.97799 0.09
C 1.36979 7.61632 2.65676 -0.11
O 0.66366 7.25450 3.84916 -0.23
P -0.56327 8.15658 4.33950 0.33
O -1.12435 9.00524 3.29056 -0.21
O -0.02425 8.89270 5.62766 -0.20
C 1.10150 9.76846 5.49595 -0.08
O -1.52332 7.09597 4.99183 -0.21
C -2.89567 7.02938 4.55952 -0.08
H 2.40256 7.29199 2.78374 0.08
H 0.92906 7.10174 1.80341 0.06
H 1.35387 8.68781 2.46957 0.09
H 1.08068 10.30129 4.54403 0.09
H 2.02564 9.19668 5.58544 0.09
H 1.04618 10.49159 6.30360 0.09
H -2.97065 6.44238 3.64548 0.09
H -3.30135 8.02321 4.38951 0.09
H -3.45080 6.54027 5.35450 0.09
C -10.99666 -5.27485 -11.46993 -0.09
O -10.44877 -6.27520 -10.59894 -0.21
P -10.98918 -6.39982 -9.10794 0.33
O -12.29670 -5.78215 -8.88327 -0.22
O -9.80422 -5.86209 -8.20885 -0.22
C -9.37427 -4.50584 -8.39211 -0.09
O -10.87752 -7.94469 -8.82493 -0.20
C -12.03654 -8.66237 -8.37119 -0.08
H -10.20463 -4.97006 -12.14992 0.09
H -11.82277 -5.69739 -12.03874 0.09
H -11.35287 -4.40894 -10.91546 0.08
H -10.21388 -3.84982 -8.62960 0.09
H -8.62959 -4.46318 -9.18633 0.09
H -8.91354 -4.17919 -7.46600 0.08
H -12.66563 -8.92836 -9.21892 0.09
H -12.61038 -8.07193 -7.66094 0.08
H -11.67670 -9.56657 -7.88818 0.09

---

No. 4
12
Properties=species:S:1:pos:R:3:lowdin_charge:R:1 method="wB97M-V/def2-TZVPD" smiles="C=C=C=N.N#CN"
C -0.95505 0.52792 0.54256 -0.19
C -1.60596 -0.55273 0.32901 -0.08
N 2.07983 0.54147 -1.04515 0.08
C -2.68267 -1.30410 0.29854 0.03
N -0.19819 1.49049 0.48590 0.12
C 2.74627 -0.24799 -0.19290 -0.41
N 3.64320 -0.65312 0.41262 0.10
H 2.09010 0.25196 -2.01197 0.10
H 1.31712 1.05281 -0.59709 0.03
H -0.08842 2.15675 1.24072 0.09
H -3.53489 -1.15238 0.94689 0.07
H -2.81135 -2.11108 -0.40914 0.06

---

Going through the records in order, we get Kohn-Sham gap values of 8.59; 9.90; 8.19; 8.68 eV.
Going through the records in order, we get molar mass values of 1335.006; 119.233; 1178.859; 95.105 g/mol.